Density functional theory data (ωB97M-V/def2-TZVPD) for a 2-piece molecular cluster, C21H23Br2O2S overall in a non-equilibrium geometry.

```
49
C21H23Br2O2S (ωB97M-V/def2-TZVPD)
C -3.4306 -1.3622 2.2982
C -2.1535 -0.9589 2.9925
O -1.0984 -0.9349 2.0152
C 0.0776 -0.6059 2.6133
C 1.1920 -0.7325 1.7125
S 2.6995 -0.3727 2.3461
C 2.8777 -1.6335 3.6523
C 3.8206 -1.0551 1.0893
O 0.1417 -0.2647 3.8009
H -4.1734 -1.6273 3.0549
H -3.8285 -0.5261 1.7136
H -3.2918 -2.2196 1.6318
H -2.2607 0.0381 3.4366
H -1.9048 -1.6843 3.7777
H 1.0204 -0.9214 0.6654
H 2.2379 -1.3253 4.4822
H 2.5797 -2.6154 3.2656
H 3.9346 -1.6316 3.9342
H 3.7568 -0.4053 0.2103
H 4.8200 -1.0101 1.5326
H 3.5352 -2.0870 0.8498
Br -2.0166 -5.3170 -4.5005
C -1.2381 -3.8402 -3.6242
C 0.0195 -3.9716 -3.0074
C 0.5966 -2.8783 -2.3706
C -0.0606 -1.6154 -2.3325
C 0.5702 -0.4877 -1.7142
C -0.0326 0.7510 -1.5152
C 0.6284 1.8298 -0.9402
C 0.1124 3.1621 -0.8744
C 0.8408 4.1841 -0.2012
C 0.3662 5.4898 -0.1450
C -0.8552 5.8189 -0.7616
Br -1.4974 7.5912 -0.6936
C -1.5974 4.8298 -1.4279
C -1.1233 3.5197 -1.4861
C -1.3403 -1.5131 -2.9473
C -1.9141 -2.6093 -3.5899
H 0.5346 -4.9279 -3.0343
H 1.5732 -2.9752 -1.8895
H 1.6164 -0.6040 -1.4173
H -1.0748 0.8806 -1.8178
H 1.6201 1.6578 -0.5145
H 1.7875 3.9231 0.2758
H 0.9315 6.2591 0.3730
H -2.5407 5.0919 -1.8971
H -1.7030 2.7656 -2.0163
H -1.8713 -0.5624 -2.9360
H -2.8837 -2.5165 -4.0691
```

Summary:
net charge: +1
HOMO level: -9.91 eV
E_LUMO: -5.72 eV
maximum force: 0.036 hartree/bohr